{"formula": "C34H68O19S4", "method": "ωB97M-V/def2-TZVPD", "e_homo_ha": -0.3481, "smiles": "O=S1(=O)CCCC1.O=S1(=O)CCCC1.O=S1(=O)CCCC1.O=S1(=O)CCCC1.CCOC(=O)OC.CCOC(=O)OC.CCOC(=O)OC.CC(C)=O.CC(C)=O", "relative_energy_kcal_mol": 0.00, "multiplicity": 1, "total_charge": 0, "e_tot_ev": -118602.5094, "gap_ev": 9.854, "species": ["O", "S", "O", "C", "C", "C", "C", "H", "H", "H", "H", "H", "H", "H", "H", "O", "S", "O", "C", "C", "C", "C", "H", "H", "H", "H", "H", "H", "H", "H", "O", "S", "O", "C", "C", "C", "C", "H", "H", "H", "H", "H", "H", "H", "H", "O", "S", "O", "C", "C", "C", "C", "H", "H", "H", "H", "H", "H", "H", "H", "C", "C", "O", "C", "O", "O", "C", "H", "H", "H", "H", "H", "H", "H", "H", "C", "C", "O", "C", "O", "O", "C", "H", "H", "H", "H", "H", "H", "H", "H", "C", "C", "O", "C", "O", "O", "C", "H", "H", "H", "H", "H", "H", "H", "H", "C", "C", "C", "O", "H", "H", "H", "H", "H", "H", "C", "C", "C", "O", "H", "H", "H", "H", "H", "H"], "positions_angstrom": [[-0.3446, -1.5053, 0.3356], [-0.2468, -0.5605, 1.4292], [0.3922, -1.0822, 2.6224], [0.3968, 0.9699, 0.8467], [-0.7858, 1.9203, 0.7703], [-2.0638, 1.0676, 0.7530], [-1.8956, -0.0414, 1.8067], [0.9201, 0.8211, -0.0982], [1.0538, 1.3067, 1.6630], [-0.7785, 2.5413, 1.6856], [-0.7258, 2.5976, -0.0763], [-2.2077, 0.5017, -0.1456], [-2.9822, 1.5981, 0.9153], [-2.5064, -0.9314, 1.6326], [-1.9473, 0.3548, 2.8270], [-7.0185, -0.4692, -2.1297], [-5.6362, -0.5079, -1.8118], [-5.0047, 0.8154, -1.7267], [-5.2529, -1.3977, -0.2954], [-4.4941, -2.6438, -0.7162], [-3.7536, -2.2396, -1.9878], [-4.7201, -1.5552, -2.8877], [-6.1458, -1.6977, 0.2098], [-4.5950, -0.8285, 0.3256], [-3.8666, -2.9985, 0.0599], [-5.1221, -3.4499, -1.0825], [-3.4031, -3.0615, -2.4995], [-2.9067, -1.5484, -1.8765], [-5.4357, -2.2657, -3.2971], [-4.1737, -0.9264, -3.5857], [-0.3984, 0.8144, -2.7642], [-1.4903, 1.1024, -3.6736], [-2.3752, 0.0140, -4.0514], [-2.6116, 2.4327, -3.0115], [-2.9169, 3.2153, -4.2836], [-1.5832, 3.3493, -5.0468], [-0.9760, 1.9272, -5.2046], [-2.1202, 3.0685, -2.2865], [-3.5395, 1.9926, -2.5823], [-3.6305, 2.6461, -4.8019], [-3.3475, 4.1559, -3.9888], [-0.8308, 3.9610, -4.5257], [-1.7027, 3.8006, -6.0261], [0.1039, 1.9981, -5.2093], [-1.3679, 1.3444, -6.0010], [1.9615, -3.1102, -4.8912], [1.1490, -2.0286, -4.3375], [0.8576, -0.8721, -5.1462], [-0.3528, -2.7769, -3.6915], [0.0279, -3.2235, -2.2663], [1.4904, -2.9127, -1.9678], [1.8785, -1.6216, -2.6753], [-0.6483, -3.6276, -4.2779], [-1.1423, -2.0236, -3.6618], [-0.6164, -2.6987, -1.5837], [-0.1663, -4.2933, -2.1385], [2.0225, -3.8314, -2.2864], [1.5126, -2.8017, -0.8462], [2.9358, -1.5267, -2.8807], [1.4971, -0.6608, -2.2620], [3.0685, 4.0748, 4.8101], [2.0293, 3.0687, 4.2621], [1.6298, 2.1120, 5.2580], [0.5146, 1.4268, 5.1105], [-0.3193, 1.5446, 4.2410], [0.3068, 0.6161, 6.1459], [-0.5566, -0.5253, 5.9663], [2.5773, 4.6881, 5.5882], [3.2396, 4.7599, 3.9937], [3.9978, 3.5311, 5.1286], [2.4010, 2.4709, 3.4344], [1.1556, 3.6430, 3.9529], [-0.0143, -1.4007, 6.2570], [-0.8349, -0.7227, 4.8958], [-1.5003, -0.3989, 6.4853], [1.5014, 5.3009, 0.0148], [2.2207, 4.0400, -0.3949], [2.1543, 3.7843, -1.8069], [2.4657, 2.6054, -2.3117], [2.5104, 1.5835, -1.6979], [2.5967, 2.6893, -3.6158], [2.8531, 1.5118, -4.2698], [0.4531, 5.1652, -0.1071], [1.7848, 6.1857, -0.5302], [1.8207, 5.3912, 1.0423], [1.7472, 3.1447, 0.1117], [3.3204, 4.0354, -0.0987], [2.8312, 1.7836, -5.3368], [2.0710, 0.6957, -4.1925], [3.8293, 1.1367, -4.0103], [-1.2849, -4.6028, 1.1696], [-1.7110, -3.8680, 2.3785], [-3.1956, -3.9988, 2.4675], [-3.7716, -3.1140, 3.2306], [-3.2615, -2.3778, 4.0725], [-5.0300, -2.9754, 2.8201], [-5.9430, -2.6386, 3.9035], [-0.2450, -4.4709, 0.8726], [-1.7920, -4.1936, 0.2883], [-1.3706, -5.6601, 1.1957], [-1.4034, -2.8446, 2.5015], [-1.2672, -4.2797, 3.3124], [-6.6154, -1.8670, 3.5815], [-5.4622, -2.2793, 4.8118], [-6.5790, -3.4876, 4.2228], [5.6650, 1.0150, -0.6060], [5.6344, -0.0755, -1.7097], [5.7542, -1.5123, -1.2338], [5.4380, 0.1628, -2.8743], [6.0021, 0.5743, 0.3444], [4.6916, 1.4751, -0.6380], [6.3677, 1.7600, -0.9101], [6.0312, -1.6118, -0.2224], [6.4064, -2.1209, -1.8444], [4.7829, -1.9277, -1.3461], [4.6131, -0.6781, 4.8931], [4.5280, -0.0724, 3.4934], [3.5645, -0.6792, 2.5057], [5.3265, 0.7772, 3.1831], [3.6464, -0.6394, 5.3839], [5.4127, -0.0977, 5.4474], [4.9801, -1.6847, 4.9352], [3.8157, -1.7253, 2.2582], [3.4993, -0.0206, 1.6389], [2.5479, -0.7992, 2.8509]], "forces_ev_per_angstrom": [[0.0, 0.3, -0.4], [-0.4, -1.8, 0.7], [0.2, 0.5, -0.1], [0.8, 0.6, 0.7], [-0.7, 0.3, 0.5], [-0.3, -0.7, 0.5], [0.2, 0.9, 0.0], [0.0, -0.1, 0.1], [0.2, -0.2, -0.5], [-0.1, -0.3, -0.4], [0.0, -0.1, -0.2], [0.2, 0.2, -1.1], [-0.3, 0.6, 0.1], [-0.1, 0.3, 0.2], [0.1, -0.3, -0.1], [-1.5, -0.7, -0.2], [1.2, 2.3, 0.6], [0.1, -1.1, 0.1], [-0.2, -1.1, -0.2], [0.0, 0.5, -1.6], [0.7, 1.4, 0.9], [-0.5, 0.2, -0.2], [-0.7, 0.4, 0.4], [0.1, 0.8, 0.3], [0.6, -0.4, 0.7], [-0.5, -0.2, 0.6], [1.1, -2.0, -1.0], [0.0, -0.2, 0.5], [0.0, 0.2, -0.4], [-0.5, -0.1, -0.4], [-0.2, 0.3, -0.2], [-0.9, 0.2, 0.8], [0.3, 0.0, 0.0], [-0.1, -0.6, -0.5], [1.5, 0.4, 1.1], [0.1, -0.4, -0.4], [0.1, 1.3, 1.6], [0.5, -0.1, 0.2], [1.0, -0.1, -0.2], [-1.0, -0.6, -1.2], [-0.2, 0.5, -0.2], [-0.5, -0.1, 0.2], [-0.1, 0.1, -0.2], [0.2, -0.4, -0.1], [-0.3, -0.4, -0.7], [-0.5, 0.9, 0.3], [0.3, -0.8, 0.5], [0.0, 0.2, -0.2], [0.2, 0.3, 0.7], [-0.8, -0.2, -0.5], [-0.3, -0.4, 1.8], [-0.4, -0.4, -1.1], [0.1, -0.1, -0.7], [0.2, 0.0, -0.3], [-0.1, 0.2, 0.4], [0.1, 0.1, 0.0], [0.5, 1.0, 0.2], [0.5, -0.1, -1.1], [0.3, 0.1, 0.0], [-0.1, -0.9, -0.3], [-0.7, -1.4, 0.3], [-0.2, 0.5, 0.1], [0.6, 0.0, 0.9], [-1.8, -0.1, -0.1], [0.6, 0.5, -0.8], [0.9, -0.5, 0.3], [-0.7, 0.1, -1.9], [0.6, -0.5, 0.0], [0.5, 0.1, -0.3], [-0.8, 0.9, -0.1], [0.2, 0.2, -0.3], [-0.1, -0.2, -0.2], [0.3, -0.3, 0.7], [0.5, 0.6, 0.8], [0.2, 0.1, 0.4], [1.0, -0.7, -0.4], [1.0, -2.1, 0.4], [-0.1, 1.7, -0.4], [-0.8, 0.0, 0.0], [0.5, -1.2, 1.1], [-0.7, 2.2, 0.9], [-0.5, -2.4, -2.4], [-0.9, 0.0, 0.2], [0.4, 0.2, -0.2], [-0.5, 0.5, 0.5], [0.6, 1.0, -0.3], [-1.3, 0.2, -0.3], [0.3, -0.1, 0.3], [0.8, 1.2, 0.5], [0.2, -0.3, 0.1], [0.6, 0.9, -1.7], [0.0, -1.0, 2.2], [1.8, -0.1, -0.5], [0.6, 2.3, 0.8], [-0.2, -1.5, -0.9], [-1.6, -0.4, 1.4], [-0.6, -0.3, 0.4], [0.3, 0.5, 0.6], [-0.3, -0.3, 0.1], [-0.7, -1.0, 0.3], [-0.3, 0.6, -0.7], [-0.5, -0.3, -0.5], [-0.2, 0.4, -0.5], [0.5, 0.0, -0.4], [0.6, 0.0, -0.6], [0.5, -1.5, -0.9], [0.1, 0.0, 1.0], [0.2, 0.5, -0.9], [0.2, 0.3, -0.1], [-0.6, 0.5, -0.2], [-0.5, 0.1, 0.5], [0.6, 0.6, -0.2], [0.4, 0.0, 1.2], [0.2, 0.1, -0.3], [-1.1, -0.5, -0.1], [1.0, 1.6, 0.5], [0.5, -1.4, 0.5], [-0.3, 0.1, -0.2], [-0.2, 0.6, -0.4], [-0.1, 0.0, 0.2], [-1.2, -0.4, -0.4], [-0.1, -0.8, -0.5], [0.4, 0.5, -0.1], [0.3, -0.3, -0.3], [-0.3, 0.2, 0.6]]}

{"formula": "C23H20IN5O4S2Te4Ti", "method": "ωB97M-V/def2-TZVPD", "e_homo_ha": [-0.0586, -0.0605], "s_squared": 2.038, "relative_energy_kcal_mol": 39.89, "multiplicity": 3, "total_charge": -2, "e_tot_ev": -121877.5837, "gap_ev": [5.237, 4.717], "species": ["Ti", "C", "C", "N", "C", "C", "C", "O", "C", "C", "N", "C", "C", "C", "C", "C", "C", "I", "C", "O", "H", "H", "H", "H", "H", "H", "H", "H", "H", "H", "H", "H", "Te", "Te", "Te", "Te", "N", "C", "C", "C", "C", "C", "C", "S", "O", "O", "N", "C", "S", "C", "C", "N", "H", "H", "H", "H", "H", "H", "H", "H"], "positions_angstrom": [[1.1255, 0.4317, 0.7239], [-0.6835, 4.2470, -0.6550], [-1.4184, 3.0903, -0.0408], [-2.7295, 3.0085, -0.2374], [-3.3692, 2.0048, 0.3737], [-2.7815, 1.0573, 1.1752], [-3.6553, 0.0505, 1.8684], [-3.7238, 0.2512, 3.2892], [-1.3674, 1.0666, 1.3853], [-0.7768, -0.0120, 2.1402], [0.5513, -0.2142, 2.5055], [0.8524, -1.4511, 3.1033], [0.1479, -1.8485, 4.2418], [0.3658, -3.0775, 4.8414], [1.3109, -3.9443, 4.3161], [2.0262, -3.5674, 3.1873], [1.8125, -2.3413, 2.5799], [2.6726, -1.9694, 0.7033], [-0.6973, 2.1552, 0.7216], [0.6229, 2.3134, 0.8191], [-1.1604, 4.5147, -1.5981], [0.3677, 4.0133, -0.8154], [-0.7349, 5.1175, 0.0051], [-4.4445, 1.9619, 0.2218], [-3.3360, -0.9722, 1.6415], [-4.6803, 0.1559, 1.5133], [-2.8192, 0.2254, 3.6210], [-1.4378, -0.8360, 2.3876], [-0.5827, -1.1628, 4.6545], [-0.2083, -3.3565, 5.7166], [1.4830, -4.9140, 4.7659], [2.7458, -4.2498, 2.7534], [3.6362, 1.2322, 1.5537], [5.1363, 2.5064, -0.3907], [8.7037, 4.2389, 1.9853], [6.4689, 2.8324, 2.2055], [-0.8327, 0.0898, -6.5154], [-0.0983, 0.2695, -5.3256], [-0.3742, 1.3447, -4.4826], [0.3950, 1.5600, -3.3532], [1.4370, 0.6999, -3.0446], [1.7097, -0.3764, -3.8653], [0.9470, -0.5902, -5.0053], [2.4444, 1.0073, -1.5856], [2.9739, 2.3905, -1.8335], [3.5295, -0.0027, -1.7216], [0.1546, -0.4381, -0.6902], [-0.5998, -1.4784, -0.3851], [-2.2850, -1.6098, -1.0238], [-2.4983, -3.1150, -0.1981], [-1.3594, -3.4072, 0.4760], [-0.3218, -2.5286, 0.3844], [-1.7269, 0.5545, -6.5079], [-0.9167, -0.8737, -6.7983], [-1.2044, 2.0062, -4.7082], [0.1696, 2.3897, -2.6938], [2.5214, -1.0400, -3.5976], [1.1568, -1.4393, -5.6481], [-3.4108, -3.6868, -0.2409], [-1.2335, -4.2839, 1.1014]], "forces_ev_per_angstrom": [[-0.6, 0.2, -3.2], [0.0, 0.0, -0.1], [-0.1, -0.1, 0.0], [0.0, 0.0, 0.0], [0.0, 0.0, 0.1], [0.0, -0.4, 0.2], [0.0, 0.0, 0.0], [0.0, -0.1, 0.0], [-0.1, 0.5, 0.0], [0.0, 0.4, 0.6], [0.0, -0.2, -0.9], [-0.1, 0.0, 0.1], [0.0, 0.0, 0.1], [0.0, 0.0, 0.0], [0.0, 0.0, 0.0], [0.1, 0.0, 0.1], [-0.3, 0.0, -0.2], [0.3, -0.7, 0.4], [-0.2, 0.3, 0.5], [-0.1, -1.2, 0.2], [0.0, 0.0, 0.0], [0.0, 0.0, 0.0], [0.0, 0.0, 0.0], [0.0, 0.0, 0.0], [0.0, 0.0, 0.0], [0.0, 0.0, 0.0], [0.0, 0.1, 0.0], [0.0, -0.1, -0.2], [0.0, 0.0, 0.0], [0.0, 0.0, 0.0], [0.0, 0.0, 0.0], [0.0, 0.0, 0.0], [0.6, 0.9, 0.4], [-0.1, 0.2, 1.4], [-0.2, -0.1, 0.0], [0.3, 0.2, -0.8], [0.1, 0.1, -0.1], [0.0, 0.0, 0.0], [0.0, 0.0, 0.0], [-0.1, 0.0, 0.0], [-0.1, 0.3, 0.0], [0.0, 0.0, 0.0], [0.0, 0.0, 0.0], [0.5, -0.5, -0.1], [0.0, 0.0, 0.0], [-0.2, -0.2, 0.0], [0.6, 0.3, 1.8], [-0.2, 0.1, -0.2], [0.1, 0.1, -0.3], [0.0, 0.0, 0.0], [0.0, 0.0, 0.0], [-0.2, 0.0, 0.1], [0.0, -0.1, 0.0], [-0.1, 0.0, 0.0], [0.0, 0.0, 0.0], [0.0, 0.0, 0.0], [0.0, 0.0, 0.0], [0.0, 0.0, 0.0], [0.0, 0.0, 0.0], [0.0, 0.0, 0.0]]}

{"formula": "C8H9F2PS", "method": "ωB97M-V/def2-TZVPD", "e_homo_ha": -0.3222, "smiles": "Fc1cccc(F)c1.C=P(C)=S", "relative_energy_kcal_mol": 22.48, "multiplicity": 1, "total_charge": 0, "e_tot_ev": -33998.6885, "gap_ev": 8.561, "species": ["F", "C", "C", "C", "C", "C", "F", "C", "H", "H", "H", "H", "C", "P", "C", "S", "H", "H", "H", "H", "H"], "positions_angstrom": [[1.5374, 3.4409, 1.4706], [1.5272, 2.1021, 1.3933], [2.0825, 1.6066, 0.2390], [1.7787, 0.2730, -0.0975], [1.0627, -0.5651, 0.6844], [0.6179, -0.0776, 1.8895], [-0.2193, -0.6888, 2.7854], [0.9279, 1.2666, 2.3036], [2.5133, 2.1725, -0.4415], [2.1984, -0.1414, -0.9695], [0.6561, -1.5919, 0.3513], [0.7746, 1.6867, 3.3319], [-1.5228, -2.6412, -2.0105], [-1.1308, -0.9870, -1.9119], [-2.2205, -0.1024, -0.6780], [-0.2363, 0.2344, -3.1221], [-2.0048, -3.0826, -1.2131], [-0.8336, -3.1075, -2.5787], [-2.8103, -0.8324, 0.0290], [-1.8433, 0.6899, -0.0420], [-2.8550, 0.3452, -1.4131]], "forces_ev_per_angstrom": [[0.1, 0.1, 1.2], [0.3, -0.2, -1.2], [-2.8, -4.2, 1.9], [1.7, 1.6, 0.0], [-2.6, -2.9, 1.0], [-0.1, 3.0, 2.1], [0.8, -0.5, -1.1], [-0.3, -0.4, 0.9], [2.1, 2.8, -2.9], [0.3, -0.2, -1.2], [1.1, 1.7, 0.5], [-0.6, -0.8, -1.1], [0.5, 4.9, 0.6], [-1.3, -0.5, 0.9], [-0.6, -2.2, 0.9], [-0.1, -0.8, 0.3], [-1.0, -0.9, 1.4], [1.7, -2.1, -2.1], [1.1, 1.2, -1.7], [0.8, 0.0, -0.3], [-1.0, 0.5, -0.1]]}

{"formula": "C3H8N3", "method": "ωB97M-V/def2-TZVPD", "e_homo_ha": -0.5173, "smiles": "C#C[NH2+]NCN", "relative_energy_kcal_mol": 143.14, "multiplicity": 1, "total_charge": 1, "e_tot_ev": -7699.0713, "gap_ev": 10.179, "species": ["C", "C", "N", "N", "C", "N", "H", "H", "H", "H", "H", "H", "H", "H"], "positions_angstrom": [[3.2637, 0.5687, 0.0758], [2.2286, -0.0210, -0.0021], [1.0624, -0.6916, -0.1041], [-0.0937, 0.3087, -0.0510], [-1.4798, -0.4356, 0.1068], [-2.4087, 0.6098, 0.1120], [4.1067, 1.1127, 0.3443], [0.8563, -1.1556, 0.8734], [0.7887, -1.2786, -0.9185], [-0.2583, 1.0048, -0.8532], [-1.5014, -1.1694, 0.9849], [-1.6506, -1.1341, -0.7886], [-2.3691, 1.1401, 0.9054], [-2.5449, 1.1411, -0.6850]], "forces_ev_per_angstrom": [[-1.5, -0.7, 0.3], [2.3, 0.5, -0.8], [-4.2, 0.1, 1.5], [-2.0, -0.1, 0.7], [1.1, -1.1, -1.6], [-0.1, -2.8, 0.3], [1.1, 0.6, 0.0], [0.5, 0.3, -2.4], [1.4, -0.2, 0.5], [1.4, -1.8, 0.8], [0.2, 1.6, -0.7], [0.2, 1.1, 0.9], [-0.1, 1.7, 2.4], [-0.3, 0.8, -1.9]]}